Molecular formula: C53H111O45P3
Method: DFT, ωB97M-V/def2-TZVPD

Geometry as XYZ:
```
212
Properties=species:S:1:pos:R:3:forces:R:3
C -28.319390 18.409750 17.978650 1.7 0.8 0.8
O -29.598420 18.909230 17.859450 -4.4 -0.5 -2.4
C -30.167810 18.919260 16.608370 1.3 1.4 -1.8
O -29.527870 18.902390 15.551930 -1.1 -0.6 2.2
O -31.493100 19.186980 16.642780 0.5 0.1 0.1
C -32.151260 19.465040 15.361890 -0.2 -0.9 0.2
H -27.933440 19.285810 18.499860 1.5 -0.6 0.0
H -27.817750 18.210030 17.031780 -0.1 0.1 0.1
H -28.277830 17.541620 18.636470 -0.2 0.0 -0.1
H -33.216840 19.538600 15.579210 0.2 0.2 0.4
H -32.069370 18.604060 14.698480 0.4 0.1 0.0
H -31.829930 20.364780 14.837180 0.4 -0.1 0.4
C -24.322370 19.676560 15.921040 2.0 -2.1 -0.3
O -25.220000 20.703550 15.909240 -2.0 2.2 0.7
C -25.915080 20.910690 17.057310 -1.4 0.7 -0.3
O -25.796630 20.341800 18.107650 0.7 -0.3 -0.1
O -26.887670 21.836770 16.836390 1.9 0.1 -1.7
C -27.708510 22.280080 17.896340 -0.3 -1.5 0.7
H -24.835100 18.717470 15.994110 0.2 -0.1 0.5
H -23.498010 19.812000 16.621180 -0.4 -0.1 0.7
H -23.762480 19.593150 14.989550 -0.6 0.5 -0.5
H -27.210400 22.135240 18.854980 0.0 0.5 -0.1
H -28.524340 21.557290 17.886540 -0.5 0.2 0.3
H -28.112500 23.276410 17.716860 0.5 -0.1 -0.2
C -25.774280 22.941190 11.602270 0.5 1.3 -0.7
O -24.634620 22.556480 12.390730 0.0 1.0 0.4
C -24.166140 21.364560 12.178180 -1.1 -4.7 -1.3
O -24.786990 20.431110 11.655170 0.2 1.5 0.2
O -22.947200 21.158210 12.615300 0.7 2.0 1.4
C -22.166500 19.992000 12.414070 0.7 0.1 -1.5
H -26.739630 22.489120 11.829940 0.5 -0.4 0.1
H -25.488590 22.894550 10.551410 -0.3 -0.8 -0.1
H -25.842450 24.021950 11.726380 -0.1 -0.1 0.6
H -22.006430 19.381400 13.302690 -0.5 0.2 0.0
H -21.212950 20.398060 12.076510 0.3 0.0 0.5
H -22.459850 19.416650 11.535990 -0.7 -0.2 0.4
C -26.748850 18.947200 21.642990 2.9 0.1 -0.1
O -28.054770 19.183960 21.341610 -3.1 -0.1 -0.3
C -28.532840 20.339750 20.904460 0.9 2.6 -0.9
O -27.913120 21.392730 20.763170 -0.5 -1.7 0.8
O -29.804160 20.197740 20.539720 -0.3 -0.6 0.4
C -30.631880 21.320400 20.171610 0.1 0.0 -0.1
H -26.561090 18.729610 22.694420 -0.4 0.4 0.1
H -26.119110 19.759780 21.280720 0.1 0.2 0.2
H -26.394660 18.050370 21.134700 -0.3 -0.1 -0.2
H -31.188320 21.036680 19.278320 0.2 -0.2 0.0
H -30.084270 22.234680 19.942880 0.3 -0.2 0.3
H -31.352440 21.494010 20.970830 0.2 0.0 0.1
C -27.662970 11.899730 10.835180 -1.6 -0.2 1.9
O -27.444520 12.425300 9.578530 1.3 0.0 -2.6
C -27.591090 13.711240 9.347310 0.8 3.0 1.9
O -27.754860 14.528920 10.291760 0.1 -2.1 -3.6
O -27.388610 14.101790 8.032810 -0.3 0.2 1.6
C -27.130060 13.196320 6.949420 -1.0 -1.9 0.6
H -27.015450 11.066450 11.108080 0.1 0.0 -0.7
H -28.710010 11.609240 10.748960 0.0 -0.6 0.8
H -27.598050 12.609400 11.659960 0.2 0.3 -0.4
H -26.623350 12.301460 7.310770 0.6 0.3 0.0
H -26.654770 13.607460 6.058820 0.2 0.7 0.8
H -28.067250 12.764220 6.598620 -0.4 0.3 0.0
C -23.810120 16.541920 24.265680 0.6 -0.4 0.0
O -24.872820 15.855940 24.965140 -0.1 -0.7 0.0
C -26.110620 15.784780 24.453290 1.7 3.7 -4.4
O -26.345640 16.303400 23.322070 -0.2 -1.8 3.1
O -26.926340 15.268920 25.296180 1.3 -1.3 1.9
C -28.269260 15.569530 25.256860 -2.3 -0.2 -1.4
H -22.885980 16.106800 24.646110 -0.2 0.3 0.8
H -23.874510 17.614920 24.446260 0.0 -0.2 0.0
H -23.622120 16.344040 23.210410 -1.3 -0.1 -0.3
H -28.856090 15.044410 26.010500 0.7 0.2 0.6
H -28.681190 15.118870 24.353910 -0.1 0.5 -0.3
H -28.421850 16.648670 25.273060 -0.2 -0.1 0.0
C -18.700070 12.145870 16.931600 -1.8 -1.0 2.4
O -17.470190 12.441350 16.482340 4.0 1.5 -0.7
C -16.835230 13.520180 16.936930 0.4 4.3 -0.1
O -17.206400 14.424210 17.699300 -0.2 -2.8 -0.6
O -15.735170 13.721900 16.188200 -0.5 -2.5 -0.8
C -14.738450 14.686780 16.360360 0.2 0.7 -0.1
H -19.440580 12.859990 16.571330 -0.4 -0.6 -0.4
H -18.739900 12.195460 18.019740 0.0 0.3 0.3
H -18.733600 11.069500 16.763050 -1.2 0.2 -0.7
H -14.013310 14.339420 17.096310 -0.2 0.5 0.4
H -15.156000 15.685140 16.490800 -0.1 -0.1 0.8
H -14.199570 14.784980 15.417990 -0.1 -0.6 -0.1
C -23.115770 12.006100 11.977010 0.9 0.3 -1.8
O -23.389660 11.657880 13.285530 -1.9 -1.5 2.4
C -23.490590 10.355310 13.707450 1.3 -2.4 0.4
O -22.770860 9.407290 13.333060 -2.3 3.0 0.7
O -24.439100 10.238750 14.725590 0.9 -0.1 -0.8
C -24.449310 8.929800 15.525960 0.6 2.0 -1.1
H -22.054950 11.853190 11.778570 0.0 -0.1 -0.3
H -23.348750 13.054810 11.792550 0.2 0.2 0.8
H -23.721580 11.537450 11.201460 0.0 -0.8 0.3
H -24.966940 9.099360 16.470100 -0.1 0.5 -0.3
H -23.388510 8.802130 15.741600 -0.3 -0.9 -0.2
H -25.007720 8.201810 14.937480 0.7 -0.2 0.0
C -29.686930 12.169410 14.084860 -1.4 0.3 -1.0
O -28.900430 11.759690 15.143000 1.3 -0.8 0.9
C -29.116260 12.016970 16.435010 -1.3 2.7 0.4
O -29.879710 12.906910 16.879470 2.1 -3.0 -1.1
O -28.265720 11.229260 17.103090 -0.3 0.0 1.0
C -28.439760 11.241820 18.557360 -1.2 -0.1 -0.4
H -30.742720 11.977840 14.276460 -0.1 0.2 0.1
H -29.413880 11.550480 13.230190 0.2 -0.1 0.1
H -29.570800 13.206390 13.769770 0.2 0.2 0.4
H -28.120440 12.194180 18.980610 0.1 -0.3 -0.1
H -28.008180 10.370340 19.049660 0.8 0.2 -0.7
H -29.502880 11.066120 18.721670 -0.1 0.6 0.2
C -20.882210 14.127560 23.713790 0.6 2.2 1.4
C -20.420920 13.018400 24.632180 1.0 -0.9 -1.8
O -20.893840 11.817900 24.021310 -3.9 -1.6 0.4
P -22.459170 11.364530 24.336260 1.7 -1.4 0.4
O -22.828590 10.041180 23.722400 0.4 2.5 1.2
O -22.263220 11.379950 25.979430 0.5 2.1 -2.6
C -23.028930 10.566690 26.797120 0.7 -1.7 0.3
C -22.745400 10.870380 28.279680 -1.9 0.6 0.5
O -23.453220 12.608760 23.967200 2.8 -1.4 1.7
C -24.846820 12.487890 24.069600 -1.6 1.6 -0.8
C -25.234390 13.062060 22.724580 -1.3 -0.9 -1.9
H -20.166160 14.528320 22.996310 0.2 -0.5 0.0
H -21.859570 14.063130 23.235560 0.2 -0.7 0.2
H -20.990500 14.907500 24.467490 -0.2 0.9 -0.4
H -19.372250 12.726620 24.575000 0.5 1.2 0.1
H -20.617260 13.176080 25.692690 -0.7 -0.4 -0.2
H -24.057780 10.640150 26.444740 -0.4 0.0 1.0
H -22.678190 9.591470 26.459460 -0.5 -0.7 0.9
H -23.419520 10.317370 28.933780 -0.2 -0.6 -0.3
H -21.795220 10.791760 28.807950 0.5 -0.3 -1.1
H -23.123240 11.866090 28.511850 0.3 0.5 -0.3
H -25.207500 11.545860 24.482630 0.1 -0.4 -1.0
H -25.368240 13.222910 24.682760 1.1 0.2 1.2
H -24.635240 13.929510 22.447730 0.3 0.0 0.5
H -25.108890 12.361660 21.898870 0.2 -0.2 0.0
H -26.258880 13.414930 22.606210 -0.3 -0.1 0.5
C -26.158630 13.421780 13.859930 0.5 -1.9 -0.4
C -25.718800 13.487700 15.310980 -1.0 1.5 -1.7
O -24.964530 14.718880 15.412370 -0.1 0.5 0.6
P -24.344430 14.956780 16.832150 0.7 1.8 1.1
O -24.048590 13.692160 17.494990 0.1 -0.2 0.5
O -23.077520 15.907230 16.512050 -0.6 -0.4 0.2
C -21.938200 15.287770 15.892210 1.6 0.1 -0.5
C -20.896360 16.332820 15.423560 -0.9 0.9 0.4
O -25.326520 15.966530 17.706130 0.0 -1.3 -3.9
C -24.813340 16.782720 18.704410 0.2 -0.6 2.3
C -24.838460 15.851930 19.940140 1.6 0.4 0.6
H -26.199310 12.333450 13.815460 -0.6 -0.3 -0.9
H -27.094340 13.812520 13.460090 0.0 0.4 0.7
H -25.356570 13.663670 13.162580 0.1 0.3 0.2
H -26.613510 13.646190 15.913040 0.2 -0.8 0.5
H -25.102180 12.605980 15.485490 -0.1 0.4 0.7
H -21.341040 14.702250 16.591250 -0.6 -0.2 0.6
H -22.229610 14.575950 15.119870 -0.3 0.3 -0.3
H -21.286920 17.194300 14.881880 -0.5 -0.4 -0.4
H -20.503710 16.826640 16.312420 0.4 -0.4 0.2
H -20.087690 15.927420 14.815440 -0.1 -0.3 0.2
H -23.824970 17.121520 18.393870 0.0 0.2 0.5
H -25.432310 17.638230 18.974750 -0.3 0.1 -1.0
H -23.832350 15.441560 20.026400 0.0 -0.5 0.1
H -25.008180 16.327210 20.906270 -0.3 0.3 -0.1
H -25.534200 15.022620 19.812460 0.0 0.2 -0.1
C -18.051860 13.747840 9.677610 -0.3 -0.5 -0.5
C -17.363000 12.666930 10.504530 -0.5 0.8 0.1
O -16.798710 13.345350 11.623480 2.1 -0.2 1.4
P -15.305690 13.007370 12.181820 0.8 -0.5 0.5
O -15.017720 11.578920 12.610270 -0.8 3.5 -0.7
O -15.064260 14.224400 13.299010 -1.1 -1.6 -2.4
C -15.626830 15.574240 13.071040 -1.1 -0.6 2.3
C -17.173740 15.649900 13.567950 1.3 -0.2 -1.3
O -14.380850 13.476780 10.919940 -1.8 -0.6 0.5
C -13.097930 14.035840 10.939670 1.4 -0.1 0.5
C -12.062610 13.205460 11.780600 -0.6 0.1 -0.2
H -18.942210 14.119260 10.184980 -0.1 -0.2 0.1
H -17.496150 14.651840 9.428480 0.6 -0.4 0.1
H -18.358630 13.258620 8.753140 -0.2 0.2 -0.2
H -18.139300 12.014630 10.904500 0.1 -0.3 -0.1
H -16.613660 12.069150 9.985640 0.0 0.2 -0.2
H -14.914010 16.076580 13.724990 -0.6 0.7 0.1
H -15.479460 16.020380 12.087500 -0.2 -0.7 -0.3
H -17.424800 15.206140 14.531360 0.7 0.1 0.2
H -17.557320 16.669420 13.528640 0.3 0.1 0.1
H -17.768000 15.089010 12.846590 0.1 0.0 -0.1
H -12.795760 14.167840 9.900740 0.2 -0.9 -0.2
H -13.147580 15.101310 11.164170 -0.1 0.0 1.2
H -11.167330 13.785430 12.004620 0.1 -0.1 -0.4
H -12.400340 12.803970 12.736030 -0.7 0.9 0.3
H -11.844760 12.228230 11.349700 0.4 0.4 -0.9
C -29.357210 14.819280 19.693770 0.8 0.1 0.8
C -28.971720 15.026380 21.196660 1.8 1.2 -2.5
C -29.248590 16.444450 21.672260 -0.3 0.1 -1.8
O -30.276280 16.307700 22.588170 -1.5 0.7 2.1
C -30.596250 15.046070 22.830390 1.6 -0.2 -1.1
O -31.372670 14.652580 23.632670 0.0 -0.4 -0.3
O -29.768180 14.291150 21.989980 -2.3 -2.8 2.9
H -29.012270 15.708760 19.166580 -0.8 0.3 -0.1
H -30.420230 14.578350 19.700780 -0.1 0.6 -0.5
H -28.850480 14.048630 19.112880 0.0 -0.4 0.7
H -27.901580 14.856330 21.314920 0.1 -0.6 0.4
H -29.775770 16.855810 20.811480 0.9 1.4 0.0
H -28.402280 16.949420 22.137960 -0.3 0.1 -0.5
C -26.945810 18.225040 13.851070 -0.2 0.4 -1.4
C -26.149460 17.057970 13.221790 -0.6 2.2 1.0
C -25.943310 17.065730 11.727140 -0.9 -0.3 0.6
O -24.612610 16.519480 11.589020 -0.5 -0.5 -0.5
C -23.912910 16.794010 12.700200 -1.9 1.4 -0.1
O -22.725700 16.767400 12.747950 0.0 -0.3 0.8
O -24.817930 17.290630 13.639860 2.6 -1.5 0.5
H -26.728050 19.146810 13.311590 0.0 0.1 -0.3
H -26.705720 18.506470 14.876380 0.0 -0.8 0.1
H -28.013830 18.033460 13.747520 0.0 0.1 0.3
H -26.677990 16.177320 13.586780 1.1 -0.7 0.1
H -25.938310 18.094650 11.367430 -0.1 -0.1 -0.3
H -26.730020 16.415130 11.345140 0.6 0.1 -1.0
```
Forces are in eV/Å.

Its HOMO energy is -0.372 Ha. The molar mass comes out at 1561.35 g/mol. As for the total charge: 0. The energy relative to the best compared isomer or geometry (same formula, charge and spin) comes out at 111.9 kcal/mol.